No. 1
ORCA calculation (ωB97M-V/def2-TZVPD) on a cluster of 2 separate species, C4H5N3O7 in total at a distorted geometry.

The HOMO-LUMO gap is 8.8 eV. The HOMO energy is -10.30 eV. For the LUMO energy, the calculation gives -1.548 eV.

Cartesian coordinates (Å):
1 C -2.42381 -0.19118 -3.12670
2 C -1.25746 -0.49697 -2.56858
3 C -1.17638 -1.11976 -1.25213
4 C 1.06566 0.53018 1.67387
5 N 1.59517 0.55100 0.36107
6 N 1.55188 -0.17940 2.69349
7 N -0.10471 1.42257 1.92811
8 O 2.58228 -0.14582 0.13556
9 O 1.07479 1.28889 -0.43312
10 O 1.08417 -0.14492 3.80044
11 O 2.60618 -0.96967 2.48802
12 O -1.15725 1.03701 1.51237
13 O 0.14187 2.43767 2.51115
14 O -0.15231 -1.30895 -0.64075
15 H -2.49246 0.29094 -4.08539
16 H -3.35895 -0.40370 -2.63105
17 H -0.31740 -0.26744 -3.04942
18 H 2.88971 -0.91738 1.51021
19 H -2.15099 -1.41308 -0.82713

Forces on atoms 1 to 3 (eV/Å):
0.108 -0.118 0.215
0.128 0.260 -0.434
-0.212 -0.128 0.327



No. 2
ORCA calculation (ωB97M-V/def2-TZVPD) on a cluster of 2 separate species, C2H10N2S2 in total at a distorted geometry.

Its total charge is +1. The HOMO-LUMO gap (alpha / beta) is 7.6 / 4.3 eV. The HOMO energy (alpha / beta) is -12.61 / -12.61 eV. For the LUMO energy (alpha / beta), the calculation gives -4.999 / -8.269 eV. Its expectation value of S² is 0.755. The spin multiplicity is 2.

Cartesian coordinates (Å):
1 C -1.19018 1.26478 0.45815
2 S -1.41642 -0.05121 -0.75902
3 S -0.90543 0.80562 -2.50353
4 H -0.62519 0.88919 1.30243
5 H -0.59812 2.05580 0.03304
6 H -2.17451 1.66386 0.69818
7 H -0.08198 1.70849 -1.93581
8 N 1.79957 -0.22975 0.77027
9 C 2.12857 -0.56432 2.14555
10 N 1.71503 -1.95776 2.50202
11 H 0.84902 -0.55181 0.61920
12 H 2.33001 -0.83174 0.14530
13 H 1.62482 0.14209 2.81913
14 H 3.18669 -0.46806 2.31836
15 H 0.70488 -1.95652 2.58752
16 H 2.05886 -2.15024 3.44410

Forces on atoms 1 to 3 (eV/Å):
0.081 0.161 -0.249
-0.024 0.359 -0.317
0.016 -0.377 0.500



No. 3
ORCA calculation (ωB97M-V/def2-TZVPD) on a structure of composition C38H57BCdF4N5O2S4.

Its total charge is -1. The HOMO-LUMO gap is 6.3 eV. The HOMO energy is -4.43 eV. For the LUMO energy, the calculation gives 1.885 eV.

Cartesian coordinates (Å):
1 Cd -0.92222 -0.25569 0.54547
2 C 1.86027 1.15499 2.31983
3 C 0.59282 1.70282 2.24784
4 C -0.36988 0.64415 2.60694
5 C 0.47740 -0.51360 2.88848
6 C 1.80258 -0.21152 2.70679
7 C 2.98946 -1.13326 2.88425
8 C 2.53057 -2.58448 3.03202
9 C 3.93496 -1.04191 1.68002
10 C 3.76400 -0.72479 4.14588
11 C -1.65239 0.80283 3.47546
12 C -1.42076 1.89577 4.52846
13 C -2.93515 1.10098 2.68561
14 C -1.93884 -0.48721 4.26210
15 C 0.42636 3.14969 1.76947
16 C 0.99505 4.12032 2.81585
17 C -1.00357 3.56404 1.42580
18 C 1.22840 3.32586 0.46666
19 H 2.77169 1.67747 2.05353
20 H 0.09144 -1.47382 3.19264
21 H 1.97176 -2.90284 2.14858
22 H 1.88302 -2.70610 3.90204
23 H 3.39349 -3.24517 3.15638
24 H 3.39952 -1.22806 0.74895
25 H 4.75366 -1.76269 1.77988
26 H 4.37861 -0.04475 1.61277
27 H 3.13081 -0.82263 5.02961
28 H 4.08114 0.31767 4.07767
29 H 4.65345 -1.34910 4.28097
30 H -1.36603 2.88853 4.08817
31 H -0.48294 1.71022 5.05729
32 H -2.23658 1.89767 5.25841
33 H -2.84981 1.97791 2.05323
34 H -3.77549 1.25762 3.36887
35 H -3.20985 0.26122 2.03892
36 H -1.14892 -0.69388 4.98604
37 H -2.03392 -1.35328 3.60602
38 H -2.88082 -0.37112 4.80400
39 H 0.42764 4.08136 3.74651
40 H 0.96282 5.14747 2.43837
41 H 2.03140 3.86904 3.04829
42 H -1.65025 3.61277 2.29896
43 H -1.43119 2.88226 0.68932
44 H -0.98816 4.56264 0.97945
45 H 2.29750 3.18047 0.63029
46 H 1.08175 4.33310 0.06350
47 H 0.86806 2.60515 -0.26898
48 C 0.38211 -5.11376 -2.15506
49 N 0.89420 -4.06252 -1.28942
50 C 2.14361 -3.49533 -1.75763
51 C 0.03931 -3.21192 -0.60108
52 N 0.23598 -1.96888 -0.42602
53 N -1.04975 -3.87059 -0.05355
54 C -2.11440 -3.34621 0.67857
55 N -3.11706 -4.29259 0.83491
56 N -2.12626 -2.17669 1.18161
57 H 0.87851 -6.06454 -1.94439
58 H 0.55953 -4.85623 -3.20398
59 H -0.69024 -5.24205 -2.03465
60 H 2.81656 -4.31660 -2.00770
61 H 2.60467 -2.88954 -0.98086
62 H 1.99669 -2.86866 -2.64700
63 H 1.00883 -1.57322 -0.95546
64 H -1.00329 -4.87476 -0.03699
65 H -3.35581 -4.73160 -0.04599
66 H -3.96268 -3.86078 1.20255
67 H -3.05535 -1.97959 1.55039
68 O 2.38276 -0.34016 -1.15741
69 S 2.63152 0.90414 -1.94350
70 C 4.09063 1.66486 -1.17135
71 C 5.31089 0.98130 -1.76776
72 C 5.02613 0.91964 -3.26647
73 C 3.60811 0.37220 -3.40304
74 H 3.94741 1.52341 -0.10078
75 H 4.06318 2.73307 -1.39930
76 H 5.40149 -0.02571 -1.35334
77 H 6.23077 1.52226 -1.54129
78 H 5.74225 0.30085 -3.80936
79 H 5.08045 1.92735 -3.68712
80 H 3.57960 -0.71532 -3.31816
81 H 3.08780 0.66890 -4.31191
82 O -1.05298 1.18314 -1.04774
83 C -1.71928 1.16039 -2.25441
84 C -1.31450 2.39346 -3.07303
85 C -0.10829 3.02331 -3.08273
86 C -0.05048 4.11058 -3.99804
87 C -1.22184 4.28471 -4.66863
88 S -2.39981 3.14297 -4.18200
89 C -1.35560 -0.10558 -3.03117
90 C -1.83404 -1.36134 -2.79918
91 C -1.23026 -2.34365 -3.62849
92 C -0.29587 -1.82052 -4.47125
93 S -0.16324 -0.12286 -4.27178
94 C -3.23018 1.21817 -2.09514
95 C -4.22869 0.73623 -2.88511
96 C -5.52139 1.11618 -2.43248
97 C -5.46957 1.88655 -1.31471
98 S -3.86020 2.14765 -0.79844
99 H 0.69341 2.72294 -2.43228
100 H 0.81777 4.74000 -4.13793
101 H -1.45835 5.03827 -5.40239
102 H -2.61284 -1.55778 -2.07251
103 H -1.50092 -3.39049 -3.61379
104 H 0.29229 -2.33592 -5.21403
105 H -4.04506 0.11596 -3.75055
106 H -6.44391 0.78904 -2.88867
107 H -6.29699 2.24984 -0.72817
108 F -6.39327 -1.11794 -0.19472
109 B -5.24901 -1.87481 -0.05164
110 F -5.11753 -2.29599 1.31793
111 F -5.29635 -3.03680 -0.85130
112 F -4.08406 -1.15454 -0.37968

Forces on atoms 1 to 3 (eV/Å):
0.100 0.022 0.076
0.004 -0.013 -0.058
-0.062 -0.011 -0.069



No. 4
ORCA calculation (ωB97M-V/def2-TZVPD) on an isolated molecule of C7H8BrNO2S at a distorted geometry.

The HOMO-LUMO gap (alpha / beta) is 7.5 / 8.2 eV. The HOMO energy (alpha / beta) is -8.58 / -8.38 eV. For the LUMO energy (alpha / beta), the calculation gives -1.104 / -0.228 eV.

Cartesian coordinates (Å):
1 C 0.29284 0.97885 0.99275
2 C 1.25760 1.10856 0.10112
3 C -1.72677 -0.32470 1.77400
4 C -1.90538 -1.67349 1.14894
5 C 0.55725 -0.48612 -2.01150
6 C -0.61684 -1.39320 0.34311
7 C 2.35582 1.95815 -0.54970
8 N -0.58954 -0.11389 1.09310
9 O -2.30231 0.41324 2.54725
10 O -1.86005 0.27517 -1.43646
11 S -1.12947 -0.98586 -1.48932
12 Br 1.67876 -2.06634 -2.01164
13 H -0.05280 1.85694 1.59041
14 H -1.75379 -2.59881 1.75144
15 H -2.83084 -1.73755 0.52501
16 H 0.78148 0.20910 -2.93969
17 H 0.19664 -2.08401 0.59570
18 H 3.33012 1.71477 -0.09656
19 H 2.25269 3.02249 -0.28197
20 H 2.06458 1.92672 -1.64599

Forces on atoms 1 to 3 (eV/Å):
-0.482 1.252 -0.448
0.328 -0.266 -0.882
-1.181 1.466 1.691



No. 5
ORCA calculation (ωB97M-V/def2-TZVPD) on an isolated molecule of C4H3FN2O at a distorted geometry.

The HOMO-LUMO gap is 9.5 eV. The HOMO energy is -10.00 eV. As for the SMILES: [H]/N=C1/C=C(F)C(=O)N1. For the LUMO energy, the calculation gives -0.463 eV.

Cartesian coordinates (Å):
1 H 3.29494 0.59839 0.31694
2 N 2.63470 -0.26168 0.00066
3 C 1.33793 -0.13079 -0.14809
4 C 0.42169 -1.26574 -0.17118
5 C -0.73993 -0.71056 -0.02019
6 F -1.95286 -1.24032 0.22922
7 C -0.72947 0.79640 0.05816
8 O -1.50529 1.67737 -0.27418
9 N 0.61963 1.04547 0.19990
10 H 0.50841 -2.44670 -0.59199
11 H 1.29309 1.96981 0.68938

Forces on atoms 1 to 3 (eV/Å):
-2.740 -2.085 -1.131
-0.364 1.322 -0.204
4.725 1.246 3.126



Computed ΔE to the lowest compared entry with this formula, charge and spin, in the same sequence as the records: 0.00 0.00 21.15 45.61 81.44 kcal/mol.